# 1
Below is 7 unconnected molecules or ions with the total composition C26H28Br8O6, with properties calculated with ωB97M-V/def2-TZVPD.

Values from the calculation:
**Structure (SMILES)**: O=C1C=CC(=O)C=C1.O=C1C=CC(=O)C=C1.O=C1C=CC(=O)C=C1.BrCCBr.BrCCBr.BrCCBr.BrCCBr
**M**: 1075.7 g/mol
**Gap between HOMO and LUMO**: 8.1 eV
**Energy above the lowest of the compared OMol25 structures with the same formula, charge and spin**: 0.0000 eV
**Charge**: 0
**Spin multiplicity**: 1
**E_LUMO**: -1.9 eV

Cartesian coordinates (Å):
O: -18.79544 11.98306 19.19151
C: -18.70845 12.81376 18.39158
C: -18.22454 12.50601 17.03413
C: -18.31700 13.36138 16.01156
C: -18.79502 14.76648 16.12514
O: -18.96359 15.56016 15.17798
C: -19.09665 15.14616 17.50904
C: -19.12888 14.26586 18.53804
H: -17.79426 11.53923 16.81825
H: -17.98324 12.99123 15.05345
H: -19.31629 16.19955 17.60142
H: -19.31020 14.73721 19.49270
O: -20.26638 27.59292 15.35278
C: -20.57009 26.40749 15.47351
C: -20.15901 25.33920 14.56284
C: -20.37058 24.03246 14.72761
C: -21.25797 23.44392 15.75785
O: -21.65040 22.29880 15.91102
C: -21.71026 24.50786 16.64030
C: -21.41648 25.80680 16.54115
H: -19.57223 25.65063 13.71132
H: -19.98601 23.46163 13.89535
H: -22.39771 24.26132 17.43594
H: -21.87734 26.52531 17.20278
O: -19.13077 20.61555 13.99759
C: -19.25132 19.88714 13.03183
C: -20.00188 20.16782 11.79137
C: -20.04215 19.25803 10.75379
C: -19.41103 17.96438 10.82222
O: -19.17269 17.22939 9.90959
C: -18.89108 17.61947 12.13795
C: -18.82522 18.50081 13.12966
H: -20.45165 21.12172 11.55859
H: -20.66247 19.39690 9.88069
H: -18.60007 16.61549 12.40950
H: -18.32718 18.23860 14.05141
Br: -16.53943 14.73162 12.59399
C: -15.62294 15.35024 11.05833
C: -14.51349 14.39489 10.65722
Br: -13.20450 14.42012 12.14506
H: -15.23591 16.34857 11.26238
H: -16.47288 15.43438 10.38110
H: -13.88136 14.56805 9.78629
H: -14.99147 13.42435 10.52422
Br: -19.73794 19.25697 16.87399
C: -21.58809 19.13380 16.22384
C: -22.02626 17.74207 16.06704
Br: -24.01569 17.50707 15.69017
H: -21.62041 19.63324 15.25553
H: -22.35225 19.64196 16.81198
H: -21.90313 17.19004 16.99881
H: -21.50162 17.19548 15.28340
Br: -23.15145 14.74845 8.16823
C: -23.49316 15.37976 9.96800
C: -22.47059 16.30196 10.50780
Br: -22.60062 16.38849 12.47609
H: -23.42505 14.49507 10.60106
H: -24.46656 15.86277 10.05346
H: -22.53871 17.31991 10.12409
H: -21.49345 15.83477 10.38526
Br: -17.65796 18.07043 6.96111
C: -18.60795 16.74944 5.79933
C: -19.57527 16.09130 6.67848
Br: -20.45161 14.58217 5.66362
H: -17.89124 16.03218 5.39939
H: -19.02564 17.25456 4.92840
H: -20.35683 16.70800 7.12224
H: -19.04736 15.61409 7.50413

***

# 2
Below is 2 unconnected molecules or ions with the total composition C6H15N3, with properties calculated with ωB97M-V/def2-TZVPD.

Values from the calculation:
**M**: 129.2 g/mol
**Gap between HOMO and LUMO**: 9.2 eV
**Energy above the lowest of the compared OMol25 structures with the same formula, charge and spin**: 4.3852 eV
**Charge**: 0
**Spin multiplicity**: 1
**E_LUMO**: 1.0 eV

Cartesian coordinates (Å):
C: 0.94637 1.32561 1.07860
C: 2.38561 0.90231 1.19167
C: -1.28627 -0.71299 1.52806
N: -0.20776 -0.49505 0.91027
H: 0.79654 2.33450 0.71873
H: 0.43674 1.27971 2.03672
H: -1.34157 -0.49661 2.59195
H: -2.18127 -1.11552 1.04788
H: 2.93670 1.07016 0.26688
H: 2.86982 1.48172 1.98460
H: 2.46758 -0.15113 1.45484
C: -2.33427 0.46392 -1.31377
C: 0.81733 -1.59791 -1.02245
N: -1.39093 -0.64236 -1.31138
C: -0.12582 -0.45488 -0.63866
N: 0.36140 0.86238 -0.81294
H: -1.82171 -1.52874 -1.07949
H: 1.26656 0.82082 -1.27115
H: -3.22003 0.15930 -1.87367
H: -1.87212 1.31342 -1.81220
H: -2.64908 0.80082 -0.31511
H: 1.00616 -1.54984 -2.09536
H: 0.38029 -2.57000 -0.77991
H: 1.75974 -1.49963 -0.48412

***

# 3
Below is a single C6H12O3 molecule, with properties calculated with ωB97M-V/def2-TZVPD.

Values from the calculation:
**Structure (SMILES)**: CO/C=C(/C)C(C)(O)O
**M**: 132.2 g/mol
**Gap between HOMO and LUMO**: 9.4 eV
**Energy above the lowest of the compared OMol25 structures with the same formula, charge and spin**: 4.0421 eV
**Charge**: 0
**Spin multiplicity**: 1
**E_LUMO**: 0.8 eV

Cartesian coordinates (Å):
C: 3.08414 1.11749 -0.22126
O: 1.71127 0.93064 -0.24830
C: 1.10893 -0.34568 -0.09410
C: -0.21381 -0.55622 0.03042
C: -0.68067 -1.98530 0.07346
C: -1.33220 0.81460 0.10927
C: -2.81344 0.47562 0.29935
O: -1.15997 1.52135 -1.06648
O: -0.81467 1.58078 1.16255
H: 3.38756 1.18710 -1.21160
H: 3.52479 0.27658 0.14394
H: 3.44043 1.91276 0.33698
H: 1.85355 -1.26014 -0.08697
H: -0.09866 -2.74088 0.57221
H: -1.59211 -2.13527 0.51834
H: -0.89943 -2.52096 -0.83812
H: -2.84638 -0.17913 1.25390
H: -3.08463 -0.01413 -0.51175
H: -3.29971 1.36361 0.31065
H: -0.29515 1.67599 -1.34065
H: 0.06321 1.86174 1.14428

***

# 4
Below is 4 unconnected molecules or ions with the total composition C10H13Br3O9, with properties calculated with ωB97M-V/def2-TZVPD.

Values from the calculation:
**Structure (SMILES)**: BrC(Br)Br.O=C1OCCO1.O=C1OCCO1.O=C1OCCO1
**M**: 516.9 g/mol
**Gap between HOMO and LUMO**: 9.8 eV
**Energy above the lowest of the compared OMol25 structures with the same formula, charge and spin**: 1.7553 eV
**Charge**: 0
**Spin multiplicity**: 1
**E_LUMO**: -0.9 eV

Cartesian coordinates (Å):
Br: -1.23010 1.40727 0.73207
C: -1.08013 0.80469 -1.13560
Br: -2.05332 -0.97411 -1.48513
Br: 0.85670 0.72965 -1.77389
H: -1.55515 1.51479 -1.81250
O: 0.87931 -0.87547 7.59805
C: 0.08764 0.01860 7.43573
O: -1.07855 -0.03731 6.75769
C: -1.93703 1.01135 6.93056
C: -1.00886 2.04315 7.68494
O: 0.08703 1.19473 8.07471
H: -2.31855 1.39683 5.98507
H: -2.78893 0.85910 7.59328
H: -1.47076 2.55156 8.53127
H: -0.65323 2.86546 7.06409
O: 2.25846 -6.62340 2.41418
C: 2.39802 -5.49520 1.97486
O: 1.57303 -4.45311 2.10582
C: 2.11799 -3.28283 1.51667
C: 3.26603 -3.82363 0.68250
O: 3.37113 -5.19381 1.08239
H: 1.36167 -2.89882 0.83212
H: 2.45247 -2.56733 2.26786
H: 4.21306 -3.33925 0.92041
H: 3.06825 -3.67919 -0.37963
O: -0.91251 3.93473 -5.72987
C: -1.21711 3.33943 -6.77667
O: -0.99382 2.03468 -6.92833
C: -0.72512 1.82236 -8.37911
C: -1.42458 2.99195 -9.05558
O: -1.40855 3.88887 -8.04819
H: 0.29569 1.72669 -8.74910
H: -1.22966 0.89283 -8.64276
H: -2.41650 2.79391 -9.46177
H: -0.78400 3.42084 -9.82615

***

Q: energy above the lowest of the compared OMol25 structures with the same formula, charge and spin of number 3 (C6H12O3)?
A: 4.0421 eV

***

Q: gap between HOMO and LUMO of number 2 (C6H15N3)?
A: 9.2 eV

***

Q: What is the formula in the first record?
A: C26H28Br8O6